Density functional theory data (ωB97M-V with the def2-TZVPD basis set) for a gas-phase ion, C11H15N3O (charge +2) at a distorted geometry.

Cartesian coordinates (Å):
H: 2.94382 0.39309 -0.49930
N: 2.01323 0.70806 -0.73354
C: 1.99768 1.84455 -1.27063
N: 0.77327 2.54056 -1.22669
C: -0.34377 2.24251 -0.51927
C: -1.09005 3.41417 -0.14685
N: -0.53071 1.06165 -0.01615
C: -0.13851 -0.13555 -0.52458
C: -0.44408 -0.35875 -1.99509
C: -0.15720 -1.23465 0.29500
C: 0.59335 -2.40557 -0.12315
C: 0.63765 -3.56702 0.61809
C: -0.04122 -3.57967 1.85736
C: -0.79252 -2.46249 2.30781
C: -0.81828 -1.30608 1.51053
O: -1.45160 -0.07524 1.90726
H: 2.90912 2.32633 -1.53796
H: 0.76379 3.46723 -1.55160
H: -0.40437 4.09798 0.28491
H: -1.88441 3.24513 0.55036
H: -1.50866 3.98746 -1.03133
H: -1.08253 0.85644 0.86200
H: -1.28877 -0.97716 -2.10796
H: 0.40039 -0.91792 -2.47835
H: -0.64102 0.63073 -2.59155
H: 1.31126 -2.37286 -1.02809
H: 1.23815 -4.49249 0.54302
H: 0.21837 -4.33124 2.59508
H: -1.09189 -2.33683 3.36328
H: -2.09050 -0.26236 2.68737

Cartesian forces (eV/Å) of the 6 atoms listed first:
H 0.306 -0.447 -0.303
N -0.415 -0.484 -0.074
C -0.829 -0.931 1.654
N -0.561 -1.251 -0.565
C 2.425 0.795 -0.644
C -1.767 1.373 -0.839

Results
energy relative to the best compared isomer or geometry (same formula, charge and spin): 43.0 kcal/mol
gap between HOMO and LUMO: 7.52 eV
SMILES string: [H]/N=C/[NH+]=C(C)\[NH+]=C(/C)c1ccccc1O
HOMO level: -0.6084 hartree
largest force on an atom: 4.0 eV/Å
charge: +2
molar mass: 205.26 g/mol

***

Density functional theory data (ωB97M-V with the def2-TZVPD basis set) for C11H15N3S in the gas phase at a distorted geometry.

Cartesian coordinates (Å):
C: 1.73147 1.03106 0.52155
C: 0.27631 1.61926 0.68120
C: 0.25532 3.09559 0.39991
C: -0.26670 1.36816 2.07201
N: -0.60189 0.99489 -0.35100
N: -1.89523 1.48412 -0.58264
C: -0.52678 -0.47287 -0.92303
N: 0.46206 -1.25607 -0.93896
C: 0.07180 -2.51607 -1.37273
C: 0.87045 -3.68784 -1.30123
C: 0.29168 -4.87003 -1.74794
C: -1.01618 -4.84991 -2.27564
C: -1.81930 -3.71106 -2.26986
C: -1.25579 -2.56367 -1.77549
S: -1.97587 -1.00500 -1.58879
H: 2.32571 1.23450 1.32714
H: 1.49146 -0.13580 0.43105
H: 2.27259 1.47752 -0.28707
H: 0.83019 3.59622 1.22961
H: -0.69210 3.45814 0.72339
H: 0.45670 3.34196 -0.58336
H: -0.49335 0.30419 2.08979
H: 0.49623 1.53433 2.78622
H: -1.27027 1.90915 2.34392
H: -2.37952 1.48577 0.30732
H: -1.78544 2.39343 -1.09818
H: 1.91025 -3.66256 -1.01445
H: 0.85085 -5.70044 -1.82026
H: -1.37517 -5.82646 -2.55752
H: -2.84475 -3.73526 -2.44184

Cartesian forces (eV/Å) of the 6 atoms listed first:
C -3.693 -2.826 -1.161
C 0.680 -0.205 -0.993
C 0.095 0.152 3.707
C -2.206 -0.502 -0.247
N 0.696 -3.903 -2.368
N 1.162 0.684 -0.470

Results
energy relative to the best compared isomer or geometry (same formula, charge and spin): 49.7 kcal/mol
gap between HOMO and LUMO: 8.74 eV
SMILES string: CC(C)(C)N(N)c1nc2ccccc2s1
HOMO level: -0.2959 hartree
largest force on an atom: 5.5 eV/Å
charge: 0
molar mass: 221.33 g/mol

***

> Number 2 is which compound?

C11H15N3S

***

> Which formula does entry 1 have?

C11H15N3O

***

> Among the records above, which one has the lowest largest force on an atom?

C11H15N3O